No. 1
ORCA calculation (the ωB97M-V functional and the def2-TZVPD basis) on C4H13N3O as an isolated structure.

Computed properties:
HOMO energy: -8.049 eV
Relative energy (zero: lowest compared OMol25 entry of this formula, charge and spin): 5.060 eV
LUMO energy: 0.640 eV
Orbital gap: 8.69 eV

The geometry in ORCA input format:
```
! RIJCOSX wB97M-V def2-TZVPD def2/J DEFGRID3
* xyz 0 1
C 0.26 1.38 0.14
C -0.54 2.41 -0.60
N -0.27 -0.31 -0.42
N 0.39 -0.95 -1.49
N -1.69 -0.34 -0.65
H -0.04 -0.64 -2.36
H 0.22 -1.95 -1.39
H -1.99 -1.29 -0.38
H -2.13 0.30 0.01
H 1.27 1.27 -0.22
H 0.28 1.56 1.21
H -1.56 2.47 -0.22
H -0.57 2.20 -1.67
H -0.08 3.39 -0.45
C 1.56 -1.40 1.16
C 0.05 -1.22 1.05
O -0.69 -2.22 1.03
H -0.23 -0.27 1.65
H 1.90 -2.11 0.40
H 1.77 -1.81 2.15
H 2.11 -0.47 1.04
*
```

---

No. 2
ORCA calculation (the ωB97M-V functional and the def2-TZVPD basis) on a single C4H13N3O molecule.

Computed properties:
HOMO energy: -7.975 eV
SMILES: C[C@H](O)C(N)(N)CN
Relative energy (zero: lowest compared OMol25 entry of this formula, charge and spin): 2.865 eV
LUMO energy: 0.754 eV
Orbital gap: 8.73 eV

The geometry in ORCA input format:
```
! RIJCOSX wB97M-V def2-TZVPD def2/J DEFGRID3
* xyz 0 1
C -2.05 0.19 -0.75
C -1.02 -0.40 0.17
O -1.63 -0.35 1.74
C 0.30 0.24 0.36
N 0.98 -0.32 1.47
N 0.37 1.67 0.42
C 0.97 -0.28 -1.21
N 2.37 -0.51 -1.11
H -1.85 1.20 -1.11
H -3.01 0.26 -0.24
H -2.18 -0.45 -1.62
H -0.90 -1.48 0.06
H -1.33 -1.14 2.20
H 1.76 0.23 1.80
H 0.69 -1.29 1.64
H -0.02 2.01 1.30
H -0.14 2.11 -0.33
H 0.50 -1.12 -1.72
H 0.80 0.61 -1.82
H 2.58 -1.40 -0.68
H 2.81 0.22 -0.57
*
```

---

No. 3
ORCA calculation (the ωB97M-V functional and the def2-TZVPD basis) on a 2-piece molecular cluster, C4H13N3O overall.

Computed properties:
HOMO energy (spin up / spin down): -13.413 / -13.411 eV
Relative energy (zero: lowest compared OMol25 entry of this formula, charge and spin): 2.056 eV
LUMO energy (spin up / spin down): -3.789 / -8.677 eV
Orbital gap (spin up / spin down): 9.62 / 4.73 eV

The geometry in ORCA input format:
```
! RIJCOSX wB97M-V def2-TZVPD def2/J DEFGRID3
* xyz 1 2
C -1.26 -0.25 -1.79
C -0.73 1.10 -1.30
C -0.11 1.04 0.12
N -0.48 1.77 3.07
C -1.05 0.82 2.46
N -0.95 0.48 1.12
N -0.40 -1.43 -1.62
H -2.25 -0.50 -1.38
H -1.52 -0.24 -2.85
H -1.56 1.80 -1.24
H 0.08 1.47 -1.92
H 0.79 0.41 0.09
H 0.18 2.07 0.35
H 0.11 2.44 2.58
H -1.58 0.02 2.99
H -1.75 -0.04 0.73
H 0.40 -1.45 -2.21
H -0.10 -1.47 -0.65
H 3.16 -2.54 -0.66
H 4.39 -3.35 -1.00
O 3.90 -2.56 -1.24
*
```

---

No. 4
ORCA calculation (the ωB97M-V functional and the def2-TZVPD basis) on a 2-piece molecular cluster, C4H13N3O2 overall.

Computed properties:
HOMO energy: -6.941 eV
Relative energy (zero: lowest compared OMol25 entry of this formula, charge and spin): 4.074 eV
LUMO energy: -0.073 eV
Orbital gap: 6.87 eV

The geometry in ORCA input format:
```
! RIJCOSX wB97M-V def2-TZVPD def2/J DEFGRID3
* xyz 0 1
C -1.04 -1.00 -1.76
C 0.53 -1.98 0.83
N -0.40 -0.87 0.77
N -1.75 -0.03 -2.31
H -1.06 -0.74 1.52
H -2.68 0.13 -1.94
H -1.21 0.75 -2.67
H -1.59 -1.76 -1.22
H -0.11 -1.27 -2.22
H -0.03 -2.91 0.69
H 1.05 -2.06 1.79
H 1.28 -1.90 0.05
C 1.00 0.92 1.36
C 0.06 0.47 0.06
N 1.76 2.12 1.08
O -1.14 1.33 0.12
O 0.75 0.40 -1.03
H -0.93 2.15 -0.34
H 1.17 2.94 1.07
H 2.30 1.98 0.23
H 1.73 0.20 1.73
H 0.32 1.13 2.19
*
```